# 1
DFT (ωB97M-V/def2-TZVPD) results for a molecular structure, C38H47IN6NbO10 at a distorted geometry.

Last column: Löwdin charge in e.
Atoms and positions in Å:
N (3.1436, -1.1291, 2.2870)  -0.0237
C (2.7432, -1.8599, 1.0742)  -0.3084
C (3.3441, -3.2720, 1.0842)  -0.2213
C (2.4468, -4.4320, 1.5357)  -0.2256
C (1.0159, -4.4738, 0.9654)  -0.3385
C (-0.0789, -4.5280, 2.0436)  -0.3935
Nb (-0.9620, -2.5661, 2.7597)  1.0618
C (-3.1874, -2.6532, 2.3383)  -0.4081
C (-3.8228, -1.4230, 1.6634)  -0.4363
C (-3.6967, -1.4760, 0.1388)  -0.6543
I (-2.7264, 0.2333, -0.7310)  0.7457
H (2.5150, -0.3408, 2.4174)  0.0577
H (2.9220, -1.7156, 3.0888)  0.0323
H (1.6556, -1.8943, 0.9572)  0.0247
H (3.1349, -1.3037, 0.2150)  0.0961
H (3.7791, -3.4891, 0.1016)  0.0915
H (4.1903, -3.2151, 1.7808)  0.0926
H (2.4052, -4.4550, 2.6297)  0.0952
H (2.9599, -5.3529, 1.2388)  0.0963
H (0.8571, -3.6247, 0.2950)  0.0578
H (0.9216, -5.3689, 0.3324)  0.0849
H (-0.9527, -5.1022, 1.7007)  0.0262
H (0.3070, -5.0319, 2.9386)  0.0152
H (-0.5060, -1.6803, 1.1762)  -0.1218
H (-1.1505, -0.8119, 3.3197)  -0.1490
H (-1.2244, -3.2503, 4.4723)  -0.1569
H (0.6255, -2.0629, 3.5789)  -0.1481
H (-3.6698, -2.8086, 3.3108)  0.0109
H (-3.3655, -3.5432, 1.7151)  0.0299
H (-4.8942, -1.3686, 1.9023)  0.0879
H (-3.3755, -0.5055, 2.0458)  0.0369
H (-4.6603, -1.4776, -0.3640)  0.0101
H (-3.1009, -2.3187, -0.2038)  0.0248
C (7.0479, -2.4682, 0.3728)  -0.0620
C (8.3383, -2.9818, 0.3359)  -0.0669
C (9.3302, -2.4288, 1.1286)  -0.0112
C (8.9901, -1.3654, 1.9465)  -0.1519
C (7.7131, -0.8360, 2.0033)  0.0090
C (6.7318, -1.3981, 1.2004)  -0.0456
N (10.0389, -0.7769, 2.7960)  -0.3402
O (11.1623, -1.2399, 2.7233)  0.0651
O (9.7364, 0.1440, 3.5297)  0.0641
H (6.2730, -2.9073, -0.2420)  0.1014
H (8.5743, -3.8173, -0.3096)  0.1054
H (10.3427, -2.8024, 1.1234)  0.1145
H (7.4983, -0.0077, 2.6615)  0.1210
H (5.7195, -1.0117, 1.2326)  0.0950
C (-4.7523, 4.3337, 0.4254)  -0.0622
C (-4.2777, 3.8264, -0.7773)  -0.0724
C (-4.2719, 4.6244, -1.9112)  0.0049
C (-4.7461, 5.9192, -1.8048)  -0.1513
C (-5.2269, 6.4472, -0.6196)  -0.0131
C (-5.2267, 5.6370, 0.5045)  -0.0708
N (-4.7362, 6.7809, -3.0044)  -0.3559
O (-4.3278, 6.3034, -4.0423)  0.0739
O (-5.1376, 7.9224, -2.8845)  0.0624
H (-4.7461, 3.7038, 1.3055)  0.1111
H (-3.9154, 2.8073, -0.8197)  -0.0163
H (-3.9117, 4.2583, -2.8611)  0.1197
H (-5.5861, 7.4647, -0.5923)  0.1141
H (-5.5953, 6.0272, 1.4438)  0.1045
C (-4.7254, -0.0639, -6.5200)  -0.0619
C (-5.7370, 0.2105, -5.6089)  -0.0542
C (-5.9687, -0.6503, -4.5478)  0.0076
C (-5.1723, -1.7738, -4.4293)  -0.1465
C (-4.1561, -2.0693, -5.3184)  -0.0026
C (-3.9381, -1.1987, -6.3751)  -0.0662
N (-5.4064, -2.6892, -3.2930)  -0.3497
O (-6.3149, -2.4197, -2.5326)  0.0654
O (-4.6761, -3.6508, -3.1826)  0.0783
H (-4.5493, 0.6176, -7.3420)  0.1089
H (-6.3427, 1.0946, -5.7274)  0.0667
H (-6.7428, -0.4624, -3.8189)  0.1192
H (-3.5577, -2.9560, -5.1727)  0.1187
H (-3.1462, -1.4071, -7.0822)  0.1055
C (11.7643, 1.2120, 5.6575)  -0.0634
C (11.8674, 2.5834, 5.4590)  -0.0570
C (12.0313, 3.4401, 6.5355)  -0.0063
C (12.0904, 2.8919, 7.8041)  -0.1537
C (11.9849, 1.5325, 8.0358)  -0.0068
C (11.8205, 0.6934, 6.9452)  -0.0573
N (12.2808, 3.7940, 8.9570)  -0.3564
O (12.3532, 4.9863, 8.7370)  0.0687
O (12.3580, 3.2931, 10.0608)  0.0687
H (11.6355, 0.5555, 4.8091)  0.0758
H (11.8172, 2.9881, 4.4570)  0.1097
H (12.1131, 4.5091, 6.4096)  0.1162
H (12.0324, 1.1559, 9.0463)  0.1162
H (11.7342, -0.3736, 7.1022)  0.1088
C (-12.1652, 0.6809, -6.3407)  -0.0729
C (-11.3649, 0.6880, -7.4756)  -0.0664
C (-10.0999, 1.2525, -7.4326)  -0.0011
C (-9.6708, 1.7991, -6.2375)  -0.1429
C (-10.4458, 1.8080, -5.0926)  0.0015
C (-11.7086, 1.2398, -5.1543)  -0.0636
N (-8.3176, 2.3873, -6.1751)  -0.3587
O (-7.6506, 2.3829, -7.1915)  0.0684
O (-7.9415, 2.8252, -5.1083)  0.0819
H (-13.1500, 0.2342, -6.3801)  0.1061
H (-11.7229, 0.2503, -8.3976)  0.1070
H (-9.4513, 1.2726, -8.2953)  0.1192
H (-10.0590, 2.2469, -4.1853)  0.1211
H (-12.3333, 1.2319, -4.2715)  0.1085

Computed properties:
Kohn-Sham gap ... 5.0276 eV
HOMO level ... -4.6 eV
Net charge ... -1
LUMO energy ... 0.391 eV

=====

# 2
DFT (ωB97M-V/def2-TZVPD) results for a molecular structure, C38H47N4O3PrS3Se2 at a distorted geometry.

Last column: Mulliken spin population.
Atoms and positions in Å:
Pr (-1.5380, -0.0332, -0.1396)  2.0488
C (-2.9138, -5.2094, -1.6777)  -0.0002
S (-2.8079, -4.1302, -3.1040)  -0.0001
C (-2.4980, -2.5285, -2.3900)  0.0009
S (-3.1771, -2.1918, -0.8471)  -0.0088
N (-1.7406, -1.7663, -3.1244)  0.0004
N (-1.3959, -0.5646, -2.5458)  -0.0028
C (-0.7603, 0.2165, -3.3985)  -0.0068
C (-0.0084, 1.3613, -3.0318)  0.0063
C (-0.0204, 2.4117, -3.9842)  -0.0009
C (-0.3691, 3.6754, -3.5680)  0.0003
C (-0.7370, 3.8740, -2.1985)  -0.0004
C (-0.4636, 2.9130, -1.2893)  0.0058
N (0.2556, 1.7543, -1.6521)  -0.0117
H (-3.7875, -5.8591, -1.6668)  0.0000
H (-2.8983, -4.5416, -0.7972)  0.0001
H (-2.0148, -5.8006, -1.7311)  -0.0001
H (-0.7807, -0.0232, -4.4963)  0.0007
H (0.1742, 2.2303, -5.0474)  0.0000
H (-0.4875, 4.4432, -4.3208)  0.0000
H (-1.2759, 4.7709, -1.9210)  -0.0002
H (-0.5155, 3.0594, -0.2218)  -0.0021
O (-5.5279, 3.4974, 3.4383)  0.0000
C (-4.6929, 4.2911, 2.5983)  0.0000
C (-3.7044, 3.4400, 1.7829)  -0.0001
C (-3.1811, 4.3830, 0.6433)  0.0000
O (-4.1909, 4.7627, -0.2861)  -0.0001
C (-4.4682, 2.1776, 1.2266)  0.0002
Se (-4.0019, 1.5199, -0.6087)  -0.0101
C (-2.4904, 3.1064, 2.6772)  -0.0005
Se (-1.3818, 1.5161, 2.3303)  -0.0151
H (-4.9743, 2.9621, 3.9745)  0.0000
H (-4.1897, 5.0895, 3.1974)  -0.0001
H (-5.3701, 4.7671, 1.8747)  0.0000
H (-2.4038, 3.8187, 0.1764)  -0.0015
H (-2.8029, 5.2766, 1.1597)  -0.0001
H (-4.2847, 3.9358, -0.8067)  -0.0003
H (-5.5436, 2.3455, 1.2964)  -0.0004
H (-4.2468, 1.3569, 1.9218)  0.0000
H (-2.8652, 2.9045, 3.6904)  -0.0005
H (-1.8958, 4.0395, 2.7329)  -0.0005
C (4.5178, -6.8512, -0.9308)  0.0000
C (3.2496, -6.0501, -0.8665)  0.0001
C (2.9693, -5.0831, -1.8514)  -0.0001
C (1.9601, -4.1559, -1.7541)  0.0003
C (1.7175, -3.2593, -2.9371)  -0.0001
C (1.1369, -4.2155, -0.6117)  0.0009
C (0.0349, -3.2863, -0.4430)  0.0000
O (0.1246, -2.1435, -0.8606)  -0.0018
C (1.3711, -5.2082, 0.3930)  0.0001
C (0.5446, -5.2826, 1.6090)  0.0004
C (2.4390, -6.0757, 0.2635)  -0.0001
H (4.8415, -7.0594, -1.9324)  0.0000
H (4.4097, -7.7765, -0.4127)  0.0000
H (5.3043, -6.2837, -0.4301)  0.0000
H (3.5571, -5.1107, -2.7964)  0.0000
H (2.2430, -3.6791, -3.8114)  0.0000
H (2.1115, -2.2411, -2.8000)  -0.0001
H (0.6234, -3.2650, -3.1806)  0.0000
H (-0.8932, -3.5621, 0.0682)  -0.0010
H (0.4888, -4.2866, 2.1720)  -0.0002
H (0.8201, -6.0884, 2.2985)  0.0000
H (-0.5116, -5.4184, 1.4095)  0.0000
H (2.6151, -6.8048, 1.0546)  0.0000
S (-0.5989, -1.7301, 2.0781)  -0.0021
C (-1.0681, -1.3863, 3.7004)  -0.0008
C (-2.3380, -1.6862, 4.1926)  0.0000
C (-2.6591, -1.5735, 5.5435)  0.0007
C (-1.7351, -1.0789, 6.4102)  -0.0009
C (-0.4610, -0.6946, 5.9522)  0.0005
C (-0.1418, -0.8444, 4.6089)  -0.0004
H (-3.0980, -2.0820, 3.5173)  -0.0001
H (-3.6398, -1.8652, 5.8984)  0.0000
H (-1.9499, -1.0156, 7.4609)  -0.0001
H (0.2733, -0.2549, 6.6176)  0.0000
H (0.8276, -0.4992, 4.2765)  0.0000
C (3.3187, 4.6290, -2.7616)  0.0000
N (3.2760, 4.8477, -1.3504)  0.0000
C (4.5569, 4.9749, -0.7213)  0.0000
C (2.2666, 4.0823, -0.6385)  -0.0009
C (2.4897, 2.5650, -0.6944)  0.0004
C (3.7014, 2.0919, -0.1559)  0.0005
C (4.0651, 0.7568, -0.2185)  -0.0002
C (3.2185, -0.1986, -0.8157)  0.0020
C (1.9636, 0.2180, -1.2355)  0.0028
C (1.6228, 1.5779, -1.2145)  0.0000
H (3.7956, 5.4751, -3.3012)  0.0000
H (2.3099, 4.5308, -3.1469)  0.0000
H (3.8497, 3.7006, -3.0519)  0.0000
H (5.0409, 5.8660, -1.1867)  0.0000
H (5.1531, 4.0748, -0.9175)  0.0000
H (4.4741, 5.1153, 0.3529)  0.0000
H (1.3007, 4.4106, -1.0469)  0.0001
H (2.2367, 4.3432, 0.4221)  0.0000
H (4.3607, 2.7861, 0.3599)  0.0000
H (5.0545, 0.4480, 0.1039)  0.0000
H (3.5703, -1.2233, -0.8705)  0.0001
H (1.2654, -0.4259, -1.6829)  -0.0001

Computed properties:
Relative energy (zero: lowest compared OMol25 entry of this formula, charge and spin) ... 0.983 eV
Kohn-Sham gap (spin up / spin down) ... 5.1160 / 5.1191 eV
HOMO level (spin up / spin down) ... -1.3 / -1.3 eV
Net charge ... -2
2S+1 ... 3
LUMO energy (spin up / spin down) ... 3.777 / 3.777 eV
Expectation value of S² ... 2.0033

=====

# 3
DFT (ωB97M-V/def2-TZVPD) results for a molecular structure, C38H48AsN9OS2TeTi at a distorted geometry.

Last column: Löwdin charge in e.
Atoms and positions in Å:
Ti (0.2753, -0.3524, -0.2223)  0.6808
C (-3.3375, -1.8010, -2.2471)  -0.0114
C (-1.9883, -1.6708, -1.6185)  -0.3132
N (-1.3672, -0.4917, -1.4733)  -0.1165
N (-2.0555, 0.5645, -2.0316)  0.0043
C (-1.4371, 1.7291, -2.2693)  -0.8549
N (-2.1623, 2.6955, -2.8422)  0.1293
S (0.1691, 1.9204, -1.8483)  0.7492
C (-1.2349, -2.7411, -1.1027)  -0.2502
C (-1.6178, -4.1038, -1.2191)  0.0015
C (-0.8035, -5.0927, -0.7633)  -0.0468
C (0.4308, -4.7372, -0.1777)  -0.0495
C (0.7530, -3.4211, -0.0768)  -0.1199
N (-0.0447, -2.4021, -0.5198)  -0.0285
H (-4.0860, -1.2162, -1.7005)  0.0957
H (-3.6920, -2.8256, -2.2353)  0.0758
H (-3.3451, -1.4810, -3.2932)  0.1009
H (-3.0316, 0.4301, -2.2436)  0.1345
H (-3.1413, 2.5917, -3.0487)  0.1220
H (-1.7285, 3.5826, -3.0274)  0.1104
H (-2.5583, -4.3537, -1.6861)  0.1094
H (-1.0924, -6.1300, -0.8639)  0.1185
H (1.1253, -5.4838, 0.1801)  0.1149
H (1.6903, -3.1232, 0.3678)  0.1009
C (13.6112, -3.9526, -0.2738)  -0.0575
O (12.6816, -4.0281, 0.8020)  -0.0604
C (11.4249, -3.6022, 0.5870)  -0.2733
C (10.9552, -3.1261, -0.6354)  -0.0015
C (9.6337, -2.7159, -0.7368)  -0.0236
C (8.7752, -2.7736, 0.3527)  -0.1653
C (9.2619, -3.2530, 1.5734)  -0.0121
C (10.5685, -3.6620, 1.6914)  0.0220
C (7.3799, -2.3436, 0.2715)  -0.2365
N (6.5607, -2.2202, 1.2953)  0.1964
C (5.3815, -1.7944, 0.7520)  -0.1747
C (5.4729, -1.6545, -0.6103)  -0.1203
N (6.7651, -2.0130, -0.9121)  0.1935
C (4.3722, -1.2555, -1.4268)  -0.0536
C (4.3955, -1.1412, -2.8280)  0.0324
C (3.2475, -0.8048, -3.4938)  -0.0074
C (2.0771, -0.5696, -2.7658)  -0.1202
N (2.0357, -0.6243, -1.4437)  -0.0084
C (3.1645, -0.9622, -0.7747)  -0.1264
C (3.0581, -1.0883, 0.6773)  -0.1498
N (1.8493, -0.8668, 1.2401)  -0.0035
C (1.7049, -1.0241, 2.5435)  -0.1328
C (2.7557, -1.4286, 3.3742)  -0.0159
C (3.9821, -1.6875, 2.8166)  0.0477
C (4.1528, -1.5247, 1.4311)  -0.0570
H (14.5571, -4.3001, 0.1275)  0.0982
H (13.7189, -2.9244, -0.6241)  0.0983
H (13.3042, -4.5985, -1.0986)  0.0988
H (11.6000, -3.0666, -1.4987)  0.1078
H (9.3036, -2.3304, -1.6950)  0.1070
H (8.6019, -3.2983, 2.4286)  0.1146
H (10.9566, -4.0345, 2.6294)  0.1281
H (7.1905, -2.0625, -1.8207)  0.1525
H (5.3091, -1.3350, -3.3757)  0.1261
H (3.2164, -0.7241, -4.5707)  0.1229
H (1.1508, -0.3242, -3.2631)  0.0962
H (0.7178, -0.8019, 2.9265)  0.0599
H (2.5812, -1.5398, 4.4356)  0.1177
H (4.8257, -2.0184, 3.4092)  0.1328
C (0.5538, 3.6618, 3.6687)  -0.0261
C (1.5163, 3.4189, 2.5003)  -0.5669
C (2.8750, 2.9121, 3.0041)  -0.0246
C (1.6831, 4.6852, 1.6540)  -0.0167
C (0.9470, 2.3490, 1.6486)  -0.1109
N (0.5131, 1.4929, 1.0207)  0.0727
H (0.9486, 4.4826, 4.2684)  0.1022
H (0.4707, 2.7794, 4.3046)  0.0905
H (-0.4430, 3.9278, 3.3171)  0.0574
H (3.2767, 3.6419, 3.7076)  0.1011
H (3.5868, 2.8002, 2.1857)  0.0954
H (2.7771, 1.9575, 3.5232)  0.0823
H (2.1816, 5.4394, 2.2639)  0.1030
H (0.7180, 5.0814, 1.3412)  0.0698
H (2.2925, 4.5020, 0.7691)  0.0982
C (-1.1144, -3.4214, 3.2170)  -0.2283
As (-2.0706, -1.7609, 3.2769)  0.7157
C (-1.4704, -0.8207, 4.8385)  -0.2324
C (-3.9116, -2.1869, 3.5656)  -0.2400
S (-1.8849, -0.6433, 1.4994)  0.2129
H (-1.3093, -4.0047, 4.1161)  0.0524
H (-0.0482, -3.2189, 3.1324)  0.0230
H (-1.4445, -3.9670, 2.3343)  0.0370
H (-1.8224, -1.3251, 5.7372)  0.0509
H (-1.8667, 0.1917, 4.7925)  0.0454
H (-0.3824, -0.7846, 4.8463)  0.0224
H (-4.0225, -2.7336, 4.5007)  0.0510
H (-4.2562, -2.7928, 2.7308)  0.0456
H (-4.4767, -1.2583, 3.6038)  0.0464
C (-4.6905, 3.7534, 1.2419)  -0.4652
Te (-2.7056, 3.0358, 1.0235)  1.1057
C (-1.9642, 4.8991, 0.3124)  -0.4608
H (-4.7214, 4.5297, 2.0011)  0.0052
H (-5.3231, 2.9237, 1.5495)  -0.0049
H (-5.0383, 4.1387, 0.2872)  -0.0003
H (-2.6856, 5.3119, -0.3897)  0.0028
H (-1.0269, 4.7138, -0.2110)  -0.0242
H (-1.8064, 5.5939, 1.1330)  0.0026

Computed properties:
Relative energy (zero: lowest compared OMol25 entry of this formula, charge and spin) ... 0.384 eV
Kohn-Sham gap (spin up / spin down) ... 5.5003 / 5.5049 eV
HOMO level (spin up / spin down) ... -10.9 / -10.9 eV
Net charge ... +2
LUMO energy (spin up / spin down) ... -5.375 / -5.372 eV